Entry 1:
ORCA calculation (the ωB97M-V functional and the def2-TZVPD basis) on a molecular structure, C40H38N11OPb.

Geometry as XYZ:
```
91
Properties=species:S:1:pos:R:3:forces:R:3:lowdin_charge:R:1
Pb -0.19262 -0.25588 -0.42165 -0.08 0.39 -0.64 1.450
C 4.16161 -3.82889 3.72464 -0.05 -0.10 0.05 -0.015
C 3.13748 -4.76228 3.77199 0.06 0.01 0.06 -0.017
C 1.97528 -4.60410 3.01607 -0.20 0.31 -0.28 0.035
C 1.89997 -3.49427 2.19799 0.84 0.06 0.40 -0.094
C 0.86229 -2.98255 1.31229 0.10 0.24 -0.01 -0.247
N 1.29678 -1.88375 0.65470 -0.20 -0.04 0.02 0.039
C 2.47192 -1.50895 1.23481 -0.14 0.07 -0.02 -0.236
N 3.08426 -0.37726 1.04924 0.97 -0.16 -0.07 0.245
C 2.58916 0.80904 0.83994 -0.57 0.11 0.30 -0.270
C 3.35151 2.02940 0.60638 0.09 0.84 -0.27 -0.096
C 4.70150 2.28397 0.48234 -0.33 -0.15 0.07 0.029
C 5.09254 3.61796 0.36475 0.02 0.05 -0.01 -0.021
C 4.16365 4.64595 0.35494 0.08 0.00 -0.02 -0.020
C 2.79607 4.39199 0.46490 -0.20 -0.31 0.03 0.031
C 2.40393 3.07623 0.60268 0.81 0.05 -0.29 -0.093
C 1.11008 2.44157 0.84259 -0.14 -0.42 0.31 -0.260
N -0.01781 3.05009 1.05455 0.12 1.02 -0.12 0.255
C -1.21232 2.55311 1.21462 -0.06 -0.26 -0.05 -0.230
N -1.66187 1.40515 0.64402 -0.12 -0.11 0.09 0.049
C -2.81535 1.07617 1.25947 0.45 0.29 0.03 -0.235
N -3.43973 -0.07267 1.20320 -1.06 -0.23 -0.08 0.245
C -2.94251 -1.26425 1.08056 0.38 0.20 0.31 -0.257
N -1.61768 -1.56289 0.99551 0.22 0.03 0.30 0.023
C -1.47014 -2.90458 1.10379 0.07 0.54 0.26 -0.271
N -0.32969 -3.52014 1.25110 -0.06 -0.98 -0.01 0.230
C -2.77347 -3.54080 1.25599 -0.94 0.04 -0.09 -0.098
C -3.15842 -4.83395 1.54665 0.22 0.25 -0.11 0.024
C -4.50874 -5.05609 1.81296 -0.04 -0.02 -0.03 -0.023
C -5.43105 -4.02120 1.79657 0.02 -0.04 -0.02 -0.018
C -5.04586 -2.71113 1.51506 0.28 0.11 -0.13 0.033
C -3.71298 -2.49028 1.23987 -0.13 -0.90 -0.06 -0.097
C -3.27197 2.16595 2.10948 0.04 0.83 0.35 -0.092
C -4.41840 2.35504 2.85408 0.32 -0.23 -0.26 0.039
C -4.52319 3.54701 3.57413 0.11 0.08 0.08 -0.014
C -3.50911 4.49237 3.54547 -0.16 -0.03 0.04 -0.015
C -2.34528 4.29989 2.79527 0.18 -0.31 -0.23 0.040
C -2.24076 3.12586 2.07697 -0.81 0.01 0.48 -0.085
N 1.27406 1.09875 0.96883 0.01 -0.16 0.56 0.029
C 2.93806 -2.54323 2.14996 -0.08 -0.84 0.50 -0.089
C 4.07480 -2.69034 2.92045 -0.26 0.16 -0.26 0.039
H 5.04137 -3.98338 4.33029 0.07 0.00 0.04 0.125
H 3.23085 -5.62479 4.41511 0.05 -0.04 0.04 0.125
H 1.16582 -5.31516 3.07245 -0.06 -0.09 -0.01 0.126
H 5.42401 1.48394 0.49587 0.12 -0.07 0.04 0.126
H 6.14176 3.85424 0.29448 0.13 0.04 -0.04 0.123
H 4.50672 5.66553 0.27421 0.03 0.09 -0.04 0.124
H 2.07642 5.19417 0.44867 -0.09 0.12 0.08 0.127
H -2.43577 -5.63332 1.58741 0.06 -0.12 0.05 0.123
H -4.84195 -6.05137 2.05685 -0.05 -0.14 0.02 0.122
H -6.46193 -4.23274 2.02702 -0.15 -0.03 0.02 0.123
H -5.75050 -1.89600 1.52591 -0.13 0.09 0.04 0.127
H -5.19819 1.60990 2.87476 -0.09 -0.04 0.01 0.127
H -5.40345 3.72573 4.17461 -0.03 0.05 0.00 0.125
H -3.62161 5.39932 4.11873 -0.01 0.09 0.04 0.124
H -1.56679 5.04452 2.77490 0.11 0.10 0.02 0.128
H 4.86763 -1.96133 2.90303 0.12 0.11 -0.02 0.128
N 0.92587 -4.64298 -4.34893 0.01 -0.05 -0.37 0.254
C 0.77782 -4.15952 -2.92903 -0.05 0.19 0.76 -0.270
C 1.81998 -3.10187 -2.60593 0.08 0.05 -0.27 -0.083
C 1.60548 -1.74462 -3.31077 0.20 0.00 -0.37 -0.342
N 1.70218 -0.68463 -2.30433 0.32 -0.11 -0.23 -0.024
C 0.26527 -1.63143 -4.05504 0.00 0.01 0.35 -0.092
C -0.95098 -2.29477 -3.39184 -0.14 -0.09 -0.36 -0.343
N -1.55265 -1.37701 -2.42058 -0.30 -0.33 -0.38 -0.030
C -0.62106 -3.61975 -2.67029 -0.08 0.02 -0.36 -0.079
H 1.85521 -5.05841 -4.49874 -0.23 0.06 -0.03 0.190
H 0.82021 -3.85285 -5.00319 0.02 -0.38 0.09 0.158
H 0.21514 -5.35347 -4.57239 0.22 0.17 -0.04 0.190
H 0.94384 -5.03899 -2.29943 0.00 0.05 -0.18 0.167
H 2.82394 -3.47751 -2.80504 0.09 -0.04 0.06 0.133
H 1.74790 -2.92548 -1.53267 0.01 -0.13 0.06 0.102
H 2.39753 -1.60971 -4.06411 -0.15 -0.10 0.10 0.150
H 1.66933 0.22156 -2.75858 0.09 0.07 -0.07 0.080
H 2.58505 -0.75062 -1.80817 0.14 0.06 -0.07 0.088
H 0.37805 -2.01152 -5.07313 -0.01 0.04 -0.09 0.116
H 0.04015 -0.57001 -4.17535 0.02 0.04 -0.18 0.127
H -1.67817 -2.50583 -4.19176 0.19 0.00 0.10 0.151
H -2.40930 -1.77998 -2.05353 -0.14 0.03 -0.05 0.100
H -1.80433 -0.50468 -2.87823 -0.10 -0.02 -0.03 0.057
H -1.37106 -4.37188 -2.91458 -0.08 -0.09 0.11 0.133
H -0.68197 -3.43649 -1.59647 0.05 -0.15 0.06 0.108
C -2.70694 2.04508 -2.64849 0.50 0.15 -0.03 -0.070
C -1.41566 2.82854 -2.50060 -0.48 0.33 -0.08 -0.282
O -0.29971 1.92931 -2.43629 0.16 -0.15 0.05 -0.175
H -3.54665 2.73200 -2.57931 -0.11 -0.04 -0.01 0.095
H -2.79023 1.30560 -1.85387 -0.11 -0.05 0.13 0.043
H -2.74698 1.55184 -3.61746 -0.06 -0.07 -0.10 0.082
H -1.45007 3.43094 -1.58543 0.03 -0.02 -0.09 0.107
H -1.29094 3.50286 -3.35579 -0.01 -0.05 0.16 0.129
H 0.48707 2.48086 -2.37331 0.10 0.03 -0.09 0.088
```
Positions in Å, forces in eV/Å.

Calculated values
F_max	1.09	eV/A
E	-65761.4144	eV
net charge	+3
molecular weight	896.02	g/mol
HOMO level	-15.181	eV
LUMO	-9.66	eV
orbital gap	0.2029	Ha



Entry 2:
ORCA calculation (the ωB97M-V functional and the def2-TZVPD basis) on a molecular structure, C40H39BrNO2ReSi.

Geometry as XYZ:
```
85
Properties=species:S:1:pos:R:3:forces:R:3:lowdin_charge:R:1
Re 0.17148 0.65287 -0.85562 -0.43 0.02 -0.32 1.530
C -0.23864 0.33314 1.17193 0.07 -0.08 0.15 -0.314
Si -0.51997 -1.49507 1.37911 0.18 0.07 0.17 0.627
C -1.53912 -1.85254 -0.18649 -0.03 0.02 0.00 -0.198
N -0.93072 -1.15352 -1.38863 0.14 -0.11 -0.03 -0.288
C -2.02446 -0.94340 -2.40319 0.00 0.07 0.04 -0.185
C -2.66540 -2.24732 -2.86110 0.00 -0.01 0.00 -0.153
C -1.60695 -3.30645 -3.22320 0.00 -0.01 0.00 -0.166
C -0.22182 -2.67633 -3.30862 0.02 0.00 0.01 -0.167
C 0.16805 -2.04390 -1.98059 -0.02 0.01 0.01 -0.159
C 1.10761 -2.39367 1.16108 -0.01 0.01 0.07 -0.265
C 1.14972 -3.78317 0.98857 -0.04 -0.03 -0.01 -0.117
C 2.34033 -4.43583 0.71440 0.00 0.00 0.00 -0.069
C 3.52018 -3.70842 0.59367 0.00 0.00 0.00 -0.063
C 3.50602 -2.33494 0.77174 0.03 -0.02 0.00 -0.058
C 2.30933 -1.69154 1.06535 -0.02 0.01 0.01 -0.091
C -1.44143 -1.99217 2.91291 -0.06 -0.03 -0.07 -0.245
C -0.94301 -2.93748 3.81039 0.02 -0.01 0.00 -0.086
C -1.63772 -3.25040 4.97080 -0.01 0.00 -0.01 -0.072
C -2.84205 -2.62157 5.24882 0.00 -0.01 0.01 -0.073
C -3.35232 -1.67554 4.36960 -0.01 0.00 0.00 -0.077
C -2.65452 -1.36396 3.21410 -0.02 -0.01 -0.01 -0.099
H 0.61942 0.66819 1.76964 -0.01 0.01 -0.01 0.028
H -1.08089 0.93948 1.51803 -0.01 -0.01 0.00 0.023
H -2.55133 -1.46210 -0.04884 0.04 0.00 0.02 0.084
H -1.64729 -2.91308 -0.42077 -0.01 -0.01 0.02 0.096
H -1.60265 -0.42235 -3.25598 0.00 0.02 -0.04 0.097
H -2.75953 -0.27406 -1.95771 0.02 -0.03 -0.04 0.108
H -3.28284 -2.00367 -3.72697 0.01 0.00 0.00 0.124
H -3.34796 -2.62374 -2.09992 0.00 -0.01 0.00 0.111
H -1.85740 -3.79232 -4.16498 0.00 0.00 0.00 0.116
H -1.58749 -4.09596 -2.46780 0.00 0.01 0.01 0.114
H -0.17870 -1.94475 -4.12004 -0.02 0.01 0.00 0.113
H 0.53287 -3.43065 -3.53631 0.00 0.01 -0.01 0.129
H 1.08401 -1.45491 -2.09618 0.01 -0.01 0.02 0.102
H 0.38287 -2.81355 -1.24412 -0.02 -0.01 -0.03 0.099
H 0.23678 -4.36734 1.06407 0.00 0.00 0.01 0.112
H 2.35297 -5.51116 0.59112 0.00 0.00 0.00 0.109
H 4.44865 -4.21674 0.36879 0.00 0.00 0.00 0.110
H 4.41953 -1.76156 0.68175 -0.02 0.01 0.00 0.107
H 2.32643 -0.62344 1.24498 -0.02 -0.04 0.02 0.072
H 0.00103 -3.43088 3.60928 0.00 0.01 0.00 0.097
H -1.23751 -3.98339 5.65894 0.00 0.00 0.00 0.109
H -3.38290 -2.86428 6.15419 0.00 0.00 0.00 0.109
H -4.28877 -1.17963 4.58966 0.00 0.00 0.00 0.107
H -3.06013 -0.61023 2.54432 0.01 0.01 0.00 0.090
C 3.06916 1.56710 -4.09316 -0.01 -0.05 -0.01 -0.053
C 1.99300 0.70729 -3.99443 0.04 0.03 0.00 -0.061
C 0.78432 1.16886 -3.47540 0.02 0.00 0.03 -0.112
C 0.64516 2.49447 -3.04818 0.00 -0.04 0.00 -0.260
C 1.72449 3.36637 -3.21198 0.01 0.02 0.01 -0.022
C 2.92318 2.90130 -3.71739 0.00 0.04 0.01 -0.043
C -0.55644 2.92439 -2.32355 -0.02 -0.01 0.03 -0.038
C -1.08342 2.17058 -1.32766 0.00 -0.01 -0.07 -0.231
C -2.29857 2.58550 -0.57918 0.01 0.05 0.04 -0.234
C -3.13359 1.63758 0.00902 0.00 -0.09 -0.02 -0.077
C -4.28572 2.00691 0.68588 0.00 -0.01 0.00 -0.067
C -4.62108 3.34665 0.79971 0.00 0.02 0.00 -0.070
C -3.79174 4.30757 0.23719 -0.03 -0.01 0.02 -0.064
C -2.64544 3.93314 -0.44341 0.05 -0.03 0.02 -0.033
H 4.01459 1.21542 -4.48246 0.00 0.00 0.00 0.115
H 2.08217 -0.31747 -4.33326 -0.01 0.00 0.00 0.112
H -0.08860 0.53232 -3.50889 -0.04 -0.02 -0.02 0.076
H 1.63143 4.39844 -2.89684 -0.01 0.00 -0.01 0.124
H 3.76071 3.57956 -3.81522 0.00 0.00 0.00 0.117
H -0.95324 3.90902 -2.55866 0.00 0.02 0.02 0.123
H -2.88126 0.58398 -0.05696 -0.02 0.11 0.01 0.066
H -4.91990 1.24719 1.12445 -0.01 0.00 0.00 0.108
H -5.51750 3.64213 1.32798 0.00 0.00 0.00 0.110
H -4.03585 5.35719 0.33444 0.00 0.00 0.00 0.111
H -2.00518 4.70476 -0.85002 0.02 -0.01 -0.02 0.109
Br 5.53231 2.39118 4.50646 0.00 0.00 0.00 0.781
C 4.15105 2.71491 3.26314 0.00 0.00 0.00 -0.672
C 3.20051 3.69016 3.53031 0.01 0.00 0.01 -0.101
C 2.18149 3.92335 2.61791 -0.01 0.00 0.00 -0.049
C 2.10201 3.18078 1.45127 -0.02 -0.02 0.02 -0.022
C 3.06547 2.21022 1.19389 0.08 0.02 0.00 -0.149
C 4.10024 1.97638 2.09573 0.01 0.05 -0.01 -0.052
C 3.04029 1.37485 -0.03061 -0.09 -0.10 -0.08 -0.487
O 3.93394 0.70592 -0.45276 -0.01 0.01 0.05 0.145
O 1.83468 1.42392 -0.68911 0.27 0.19 0.03 -0.232
H 3.25945 4.26098 4.44667 0.00 0.00 0.00 0.109
H 1.44459 4.68758 2.82462 0.00 0.00 0.00 0.114
H 1.30146 3.35539 0.74505 0.01 0.01 0.01 0.111
H 4.84810 1.22746 1.87517 -0.01 -0.01 0.00 0.120
```
Positions in Å, forces in eV/Å.

Calculated values
F_max	0.54	eV/A
2S+1	2
E	-127741.8347	eV
net charge	+1
molecular weight	859.95	g/mol
HOMO level (alpha / beta)	-10.875 / -10.817	eV
LUMO (alpha / beta)	-4.12 / -3.92	eV
orbital gap (alpha / beta)	0.2482 / 0.2536	Ha